Entry 1:
ORCA calculation (the ωB97M-V functional and the def2-TZVPD basis) on a cluster of 13 separate species, C21H63N2O12 in total.

Element x y z (Å)
C1 1.224 3.505 1.505
C2 0.347 2.206 0.971
C3 -1.229 2.229 1.521
C4 1.117 0.852 1.493
C5 2.400 0.393 0.574
C6 1.789 0.104 -0.955
C7 2.045 1.216 -2.179
C8 1.313 0.750 -3.569
C9 0.487 -0.647 -3.676
N1 0.378 -1.509 -2.477
N2 0.963 -1.092 -1.329
H1 1.725 3.995 0.541
H2 0.481 4.231 2.048
H3 2.088 3.090 2.190
H4 0.271 2.315 -0.192
H5 -1.344 2.789 2.552
H6 -1.817 2.898 0.726
H7 -1.741 1.174 1.492
H8 1.443 0.985 2.632
H9 0.357 -0.067 1.478
H10 2.980 -0.553 1.001
H11 3.159 1.313 0.528
H12 2.656 2.197 -1.998
H13 1.398 1.417 -4.544
H14 -0.037 -0.959 -4.693
H15 0.808 -1.754 -0.505
C10 0.781 -4.999 -3.646
O1 -0.358 -4.188 -3.430
H16 0.454 -6.002 -3.930
H17 1.385 -4.574 -4.452
H18 1.369 -5.057 -2.727
H19 -0.037 -3.305 -3.180
C11 -5.105 3.713 0.140
O2 -4.197 2.633 0.249
H20 -4.845 4.473 0.880
H21 -5.040 4.146 -0.862
H22 -6.121 3.357 0.328
H23 -4.453 1.975 -0.420
C12 4.640 2.349 -4.713
O3 3.500 3.161 -4.496
H24 4.313 1.347 -4.997
H25 5.244 2.775 -5.518
H26 5.228 2.292 -3.794
H27 3.822 4.044 -4.246
C13 7.063 4.848 -7.084
O4 6.784 3.474 -6.890
H28 6.367 5.440 -6.486
H29 8.086 5.062 -6.766
H30 6.938 5.101 -8.140
H31 7.417 2.974 -7.433
C14 -0.049 -6.621 0.302
O5 0.285 -5.322 -0.151
H32 0.224 -6.712 1.355
H33 -1.125 -6.780 0.191
H34 0.502 -7.364 -0.281
H35 0.032 -5.271 -1.088
C15 -7.197 5.600 -3.218
O6 -7.270 4.527 -2.297
H36 -6.948 6.516 -2.677
H37 -6.420 5.394 -3.958
H38 -8.163 5.723 -3.714
H39 -7.492 3.729 -2.806
C16 -1.405 0.374 4.544
O7 -1.570 1.708 4.990
H40 -0.476 0.302 3.975
H41 -1.354 -0.296 5.407
H42 -2.245 0.096 3.903
H43 -2.402 1.740 5.492
C17 -4.142 -1.843 6.543
O8 -3.049 -2.043 5.665
H44 -4.705 -0.966 6.216
H45 -4.793 -2.720 6.519
H46 -3.771 -1.679 7.557
H47 -2.569 -2.827 5.980
C18 -0.005 -2.961 3.770
O9 1.057 -2.129 4.199
H48 -0.531 -3.345 4.647
H49 -0.698 -2.381 3.157
H50 0.397 -3.798 3.194
H51 1.506 -1.803 3.400
C19 3.773 -4.008 1.505
O10 4.108 -2.709 1.053
H52 4.046 -4.099 2.559
H53 2.697 -4.167 1.395
H54 4.324 -4.751 0.923
H55 3.854 -2.658 0.115
C20 -3.162 -0.343 -4.451
O11 -2.650 0.445 -5.510
H56 -4.244 -0.200 -4.393
H57 -2.945 -1.397 -4.641
H58 -2.704 -0.031 -3.509
H59 -1.689 0.298 -5.537
C21 0.367 -1.526 7.741
O12 0.088 -2.901 7.935
H60 -0.329 -0.934 8.339
H61 1.391 -1.313 8.059
H62 0.243 -1.274 6.685
H63 0.721 -3.400 7.392

Summary:
Net charge: +1
LUMO level, Ha: -0.1873
E, a.u.: -1849.538188
Gap between HOMO and LUMO, hartree: 0.2377

Atom charges from the Löwdin analysis, given in e for atoms 1 to 4: -0.090, -0.368, -0.093, -0.207

Entry 2:
ORCA calculation (the ωB97M-V functional and the def2-TZVPD basis) on a structure of composition C66H61AsCsN3O3PTe.

Element x y z (Å)
Cs1 0.185 0.306 0.674
O1 3.614 1.121 -0.531
C1 3.799 -0.081 -0.397
C2 4.938 -0.648 0.447
C3 6.239 -0.216 0.630
C4 7.180 -1.097 1.169
C5 6.796 -2.373 1.555
C6 5.469 -2.793 1.409
C7 4.545 -1.926 0.845
P1 2.778 -2.153 0.337
C8 2.976 -3.096 -1.250
C9 3.126 -2.394 -2.451
C10 3.337 -3.055 -3.654
C11 3.417 -4.441 -3.694
C12 3.274 -5.153 -2.512
C13 3.061 -4.490 -1.307
C14 2.201 -3.572 1.413
C15 2.629 -3.886 2.705
C16 1.894 -4.743 3.528
C17 0.707 -5.301 3.085
C18 0.241 -4.975 1.814
C19 0.968 -4.118 1.006
H1 6.520 0.787 0.323
H2 8.218 -0.798 1.271
H3 7.535 -3.058 1.954
H4 5.191 -3.798 1.700
H5 3.104 -1.312 -2.416
H6 3.447 -2.477 -4.565
H7 3.590 -4.959 -4.630
H8 3.340 -6.236 -2.518
H9 2.964 -5.073 -0.399
H10 3.531 -3.442 3.105
H11 2.258 -4.959 4.526
H12 0.133 -5.955 3.730
H13 -0.710 -5.355 1.459
H14 0.546 -3.835 0.046
O2 0.529 2.014 2.531
C20 -0.337 2.146 3.454
C21 0.036 1.985 4.830
C22 -0.838 2.169 5.876
C23 -2.162 2.530 5.626
C24 -2.566 2.662 4.309
C25 -1.727 2.456 3.207
C26 -2.304 2.560 1.860
N1 -1.708 2.591 0.678
C27 -2.704 2.717 -0.262
C28 -3.921 2.751 0.343
N2 -3.659 2.669 1.688
H15 1.069 1.705 5.006
H16 -0.493 2.032 6.896
H17 -2.862 2.700 6.433
H18 -3.596 2.958 4.141
H19 -2.481 2.756 -1.316
H20 -4.922 2.787 -0.050
H21 -4.326 2.376 2.378
C29 -1.858 -1.574 3.199
C30 -2.545 -1.218 1.865
O3 -3.565 -0.473 1.910
N3 -1.969 -1.756 0.806
Te1 -2.967 -0.986 -0.984
C31 -4.797 -1.163 -2.345
C32 -6.047 -1.352 -1.746
C33 -6.267 -1.337 -0.245
C34 -7.172 -1.570 -2.548
C35 -7.096 -1.595 -3.930
C36 -8.318 -1.834 -4.781
C37 -5.855 -1.376 -4.518
C38 -4.716 -1.157 -3.750
C39 -3.403 -0.925 -4.459
C40 -2.083 -2.657 -1.972
C41 -2.666 -3.923 -1.822
C42 -3.889 -4.141 -0.966
C43 -2.094 -5.021 -2.460
C44 -0.948 -4.900 -3.233
C45 -0.309 -6.101 -3.878
C46 -0.372 -3.645 -3.355
C47 -0.911 -2.521 -2.733
C48 -0.132 -1.231 -2.850
H22 -2.202 -2.578 3.458
H23 -2.187 -0.871 3.964
H24 -0.764 -1.590 3.162
H25 -5.369 -1.108 0.328
H26 -6.646 -2.305 0.093
H27 -7.023 -0.589 0.012
H28 -8.135 -1.725 -2.067
H29 -9.183 -2.082 -4.165
H30 -8.158 -2.655 -5.483
H31 -8.569 -0.948 -5.370
H32 -5.772 -1.374 -5.602
H33 -3.566 -0.589 -5.484
H34 -2.805 -1.839 -4.489
H35 -2.809 -0.174 -3.936
H36 -3.788 -3.601 -0.022
H37 -4.023 -5.203 -0.752
H38 -4.790 -3.776 -1.467
H39 -2.552 -5.998 -2.333
H40 -1.003 -6.942 -3.924
H41 0.571 -6.415 -3.311
H42 0.026 -5.874 -4.892
H43 0.543 -3.537 -3.927
H44 0.491 -1.220 -3.744
H45 0.523 -1.159 -1.980
H46 -0.772 -0.350 -2.859
C49 4.787 6.504 -2.236
C50 4.745 5.121 -2.338
C51 3.959 4.377 -1.462
C52 3.210 5.016 -0.473
C53 3.263 6.406 -0.375
C54 4.043 7.149 -1.251
As1 2.139 3.871 0.712
C55 3.167 4.160 2.349
C56 2.597 4.090 3.620
C57 3.390 4.171 4.758
C58 4.768 4.299 4.648
C59 5.351 4.332 3.388
C60 4.555 4.261 2.252
C61 0.602 5.072 0.839
C62 0.067 5.626 1.998
C63 -1.128 6.339 1.959
C64 -1.799 6.521 0.758
C65 -1.266 5.985 -0.408
C66 -0.083 5.264 -0.362
H47 5.396 7.083 -2.921
H48 5.323 4.613 -3.101
H49 3.929 3.293 -1.528
H50 2.678 6.904 0.391
H51 4.073 8.229 -1.168
H52 1.543 3.907 3.734
H53 2.922 4.106 5.733
H54 5.385 4.349 5.538
H55 6.427 4.404 3.286
H56 5.025 4.279 1.275
H57 0.561 5.497 2.949
H58 -1.537 6.739 2.879
H59 -2.737 7.061 0.732
H60 -1.787 6.102 -1.350
H61 0.301 4.817 -1.274

Summary:
<S²>: 0.767
Net charge: -2
Relative energy (zero: lowest compared OMol25 entry of this formula, charge and spin), kcal per mole: 0.00
LUMO level (spin up / spin down), Ha: 0.1317 / 0.1316
2S+1: 2
E, a.u.: -5806.855918
Gap between HOMO and LUMO (spin up / spin down), hartree: 0.1655 / 0.1654

Atom charges from the Löwdin analysis, given in e for atoms 1 to 4: 1.031, -0.119, -0.349, -0.244

Entry 3:
ORCA calculation (the ωB97M-V functional and the def2-TZVPD basis) on a structure of composition C2H8N4O2Sn.

Element x y z (Å)
Sn1 -1.446 -1.710 0.348
C1 -1.649 1.584 2.485
O1 -2.178 0.653 1.840
N1 -2.084 2.850 2.402
N2 -0.663 1.459 3.415
H1 -2.967 3.036 1.952
H2 -1.678 3.618 2.905
H3 -0.054 2.254 3.510
H4 -0.357 0.523 3.620
C2 1.168 -1.859 -2.638
O2 0.046 -2.056 -2.112
N3 2.305 -2.088 -1.921
N4 1.394 -1.474 -3.888
H5 3.148 -1.614 -2.201
H6 2.108 -2.275 -0.954
H7 0.587 -1.499 -4.495
H8 2.320 -1.401 -4.269

Summary:
Net charge: +2
Relative energy (zero: lowest compared OMol25 entry of this formula, charge and spin), kcal per mole: 52.69
LUMO level, Ha: -0.4085
E, a.u.: -664.206343
Gap between HOMO and LUMO, hartree: 0.2119

Atom charges from the Löwdin analysis, given in e for atoms 1 to 4: 1.808, -0.635, -0.156, 0.203

- Among the records above, which one has the highest net charge?
  C2H8N4O2Sn

- Among the records above, which one has the highest net charge?
  C2H8N4O2Sn

- Among the records above, which one has the lowest E?
  C66H61AsCsN3O3PTe